Below is a structure of composition C23H26N4O2PV, with properties calculated with ωB97M-V/def2-TZVPD.

Values from the calculation:
HOMO-LUMO gap (alpha / beta): 7.32 / 8.42 eV
Spin multiplicity: 4
Charge: +1
HOMO (alpha / beta): -10.227 / -11.374 eV
Energy: -2546.66992 Eh

Last column: Löwdin charge in e.
Geometry (Å):
V1 0.95390 0.67224 0.81017  0.620
N1 -0.59036 1.86031 1.14920  -0.035
C1 -1.95002 1.38308 0.74356  -0.255
C2 -3.01353 2.29096 0.76144  -0.015
C3 -4.26842 1.89735 0.26067  -0.052
C4 -4.41520 0.60219 -0.20590  -0.051
C5 -3.30439 -0.28381 -0.31756  -0.064
C6 -2.09195 0.09739 0.21269  -0.307
P1 -0.63405 -1.00462 0.04838  1.092
C7 -0.45011 -1.45976 -1.74575  -0.356
C8 -0.96723 -0.63636 -2.71984  -0.107
C9 -0.47052 -0.70459 -4.01275  -0.062
C10 0.42953 -1.74957 -4.34357  -0.068
C11 0.87118 -2.63067 -3.36371  -0.078
C12 0.38255 -2.54238 -2.06788  -0.107
C13 -1.06645 -2.61946 0.77790  -0.356
C14 -0.83395 -2.84029 2.10777  -0.091
C15 -1.35627 -3.96431 2.79326  -0.034
C16 -1.91376 -4.98226 2.02952  -0.063
C17 -2.01138 -4.83891 0.63372  -0.059
C18 -1.70988 -3.61463 0.02952  -0.095
H1 -0.51948 2.87098 0.99399  0.111
H2 -0.58270 1.62214 2.14722  0.128
H3 -2.80443 3.26574 1.16917  0.110
H4 -5.12973 2.55606 0.15037  0.117
H5 -5.39622 0.23567 -0.50556  0.114
H6 -3.42215 -1.23125 -0.82746  0.116
H7 -1.78153 0.07947 -2.45039  0.115
H8 -0.84535 -0.00660 -4.75590  0.107
H9 0.78042 -1.87940 -5.37071  0.110
H10 1.61150 -3.40778 -3.62981  0.121
H11 0.56965 -3.30612 -1.31984  0.109
H12 -0.21180 -2.14707 2.64579  0.084
H13 -1.31475 -3.98144 3.87515  0.112
H14 -2.23342 -5.90465 2.50019  0.108
H15 -2.36198 -5.68095 0.06595  0.102
H16 -1.83206 -3.52036 -1.04489  0.101
N2 2.89503 0.01984 -0.07206  -0.034
C19 2.91789 -1.40112 0.52841  -0.122
C20 2.06171 -1.38191 1.74637  -0.677
O1 2.02668 -2.41176 2.41707  0.053
O2 1.76996 -0.21389 2.36727  -0.187
H17 3.24102 -0.02855 -1.00858  0.080
H18 3.74042 0.47665 0.30871  0.102
H19 3.99416 -1.65353 0.69776  0.145
H20 2.57563 -2.20392 -0.15171  0.118
C21 2.21432 5.85037 1.47619  -0.040
N3 2.46744 4.68408 0.64259  -0.200
C22 3.22810 4.85538 -0.62227  -0.003
C23 2.22828 3.49669 1.13104  -0.163
N4 1.96408 2.33681 1.09109  0.094
H21 2.10379 6.73474 0.76567  0.122
H22 2.97300 6.01283 2.26227  0.101
H23 1.27147 5.70222 2.01911  0.090
H24 3.95441 5.66824 -0.51614  0.099
H25 2.49437 5.04500 -1.39790  0.091
H26 3.76259 3.91546 -0.90902  0.107

Below is the molecule C23H26N4O2S, with properties calculated with ωB97M-V/def2-TZVPD.

Values from the calculation:
ΔE to the lowest compared entry with this formula, charge and spin: 45.97 kcal per mole
HOMO-LUMO gap: 8.28 eV
Spin multiplicity: 1
HOMO: -8.430 eV
Energy: -1659.74686 Eh

Last column: Löwdin charge in e.
Geometry (Å):
C1 0.16718 3.92930 -3.79250  -0.032
C2 0.90260 3.65831 -2.50613  -0.490
O1 2.04502 4.01017 -2.30759  0.086
C3 0.13703 2.95983 -1.47361  -0.444
C4 0.51525 2.79087 -0.16501  -0.057
C5 -0.43916 2.10389 0.60904  -0.306
C6 -1.52636 1.74286 -0.13930  -0.335
S1 -1.41833 2.25411 -1.76293  1.104
H1 -2.39716 1.21220 0.19342  0.084
C7 -0.34396 1.86009 2.08507  -0.145
N1 0.16477 0.53396 2.42153  -0.188
C8 1.60983 0.42814 2.28622  -0.175
C9 2.04997 -1.04215 2.37310  -0.103
H2 2.00145 -1.53011 1.40050  0.097
H3 3.09231 -1.06814 2.69385  0.121
C10 1.20385 -1.83278 3.37760  -0.249
N2 0.13192 -2.62531 2.80784  -0.061
C11 -0.59339 -2.56208 1.65900  -0.225
C12 -1.52886 -3.57749 1.71737  -0.005
C13 -1.30297 -4.19402 2.95043  -0.146
N3 -0.31391 -3.61271 3.59544  0.069
H4 -1.81711 -5.02734 3.38611  0.097
H5 -2.24505 -3.83140 0.96611  0.096
N4 -0.34337 -1.65690 0.63286  0.166
C14 -0.47645 -2.00641 -0.68139  -0.408
O2 -0.89931 -3.08747 -1.03590  0.089
C15 0.03152 -0.99846 -1.66359  -0.101
C16 1.28246 -0.42493 -1.46178  -0.018
C17 1.86991 0.36670 -2.43177  -0.073
C18 1.20894 0.58159 -3.62752  -0.092
C19 -0.04323 0.02820 -3.83019  -0.072
C20 -0.65078 -0.76347 -2.86437  -0.247
C21 -2.01123 -1.33607 -3.10429  -0.032
H6 -2.38110 -1.05577 -4.08717  0.079
H7 -2.71224 -0.97912 -2.35025  0.087
H8 -1.97548 -2.42058 -3.02884  0.081
H9 -0.55992 0.20254 -4.76369  0.114
H10 1.67209 1.17760 -4.39971  0.112
H11 2.84153 0.80429 -2.26065  0.114
H12 1.82468 -0.63039 -0.55132  0.097
H13 -0.09357 -0.71407 0.92575  0.102
H14 1.83333 -2.56822 3.89176  0.147
C22 0.63157 -0.87232 4.42241  -0.118
C23 -0.28923 0.15037 3.76125  -0.169
H15 -1.29504 -0.26824 3.65032  0.127
H16 -0.35988 1.03064 4.41855  0.121
H17 1.46214 -0.37441 4.92446  0.118
H18 0.07206 -1.43717 5.16752  0.115
H19 1.89295 0.84479 1.31625  0.110
H20 2.12498 1.02060 3.06082  0.129
H21 0.27394 2.64964 2.54401  0.135
H22 -1.35247 1.93278 2.50087  0.128
H23 1.44486 3.17815 0.21244  0.130
H24 0.84814 4.35741 -4.52297  0.090
H25 -0.64103 4.63298 -3.59952  0.090
H26 -0.26888 3.01135 -4.17876  0.057

Below is a structure of composition C23H26NO6PS3V, with properties calculated with ωB97M-V/def2-TZVPD.

Values from the calculation:
ΔE to the lowest compared entry with this formula, charge and spin: 18.15 kcal per mole
HOMO-LUMO gap (alpha / beta): 4.11 / 6.87 eV
Spin multiplicity: 4
Charge: -2
HOMO (alpha / beta): 0.253 / -2.521 eV
Energy: -3878.43183 Eh

Last column: Löwdin charge in e.
Geometry (Å):
V1 0.38063 0.26254 -0.03300  0.664
C1 4.17612 -5.22302 1.41699  -0.053
C2 3.57685 -4.04675 2.20265  -0.557
C3 2.06998 -4.28358 2.33165  -0.070
C4 4.18584 -4.00930 3.61195  -0.060
C5 3.88840 -2.74152 1.46839  -0.181
C6 5.22370 -2.36825 1.27195  -0.071
C7 5.56526 -1.20492 0.59311  -0.105
C8 4.55629 -0.40005 0.09970  -0.469
S1 4.66738 1.12150 -0.77003  0.998
C9 2.90161 1.20318 -0.80881  -0.529
N1 2.30230 0.13962 -0.22628  -0.108
C10 3.20626 -0.74689 0.29091  -0.270
C11 2.88605 -1.92162 0.97563  0.031
C12 2.08212 2.27574 -1.23571  -0.269
C13 2.50540 3.43941 -1.89968  -0.082
C14 1.58292 4.43455 -2.17653  -0.147
C15 0.24956 4.27797 -1.80789  -0.141
C16 -0.17399 3.10067 -1.17904  -0.118
C17 0.71101 2.07437 -0.88317  -0.201
H1 3.97761 -6.16506 1.93796  0.076
H2 5.25570 -5.11749 1.29820  0.069
H3 3.72771 -5.27291 0.42296  0.087
H4 1.88496 -5.21106 2.88022  0.080
H5 1.60677 -4.36665 1.34724  0.034
H6 1.59060 -3.46880 2.87674  0.091
H7 3.94508 -4.92964 4.15249  0.074
H8 3.78670 -3.16266 4.17368  0.089
H9 5.27215 -3.90994 3.57490  0.067
H10 6.02243 -2.98608 1.66631  0.092
H11 6.60549 -0.93267 0.45765  0.094
H12 1.83595 -2.15521 1.08085  0.087
H13 3.54682 3.55401 -2.18865  0.082
H14 1.90199 5.33694 -2.68882  0.078
H15 -0.46052 5.07421 -2.01195  0.074
H16 -1.22306 2.99284 -0.91739  0.090
C18 0.41906 -1.43019 -5.81088  -0.093
C19 -0.64278 -2.19457 -5.03973  -0.337
O1 -0.03684 -2.96558 -3.99619  -0.366
P1 -0.27458 -2.56583 -2.44180  -0.101
S2 0.73963 -3.83189 -1.34740  0.232
S3 -0.09410 -0.56368 -2.27618  0.446
O2 -1.88452 -2.86869 -2.40082  -0.363
C20 -2.66949 -2.45797 -1.27567  -0.307
C21 -2.81136 -3.58019 -0.25899  -0.090
H17 -0.01632 -0.96928 -6.70102  0.066
H18 1.21926 -2.10892 -6.11074  0.071
H19 0.83528 -0.65290 -5.17154  0.054
H20 -1.16846 -2.90114 -5.68837  0.109
H21 -1.37466 -1.50224 -4.62123  0.083
H22 -3.64578 -2.18184 -1.68062  0.112
H23 -2.23748 -1.56407 -0.81574  0.061
H24 -3.27245 -4.45265 -0.72742  0.066
H25 -3.42320 -3.24947 0.58265  0.073
H26 -1.82588 -3.86961 0.10230  0.034
O3 -2.87029 0.37494 2.20707  0.048
C22 -1.77034 0.47539 1.69615  -0.543
O4 -1.44703 0.22414 0.47391  -0.176
C23 -0.49328 0.91872 2.50170  -0.540
O5 -0.54603 1.29454 3.65715  0.050
O6 0.55844 0.78648 1.76725  -0.117